Record 1
This record from OMol25 describes a molecular structure, C25H44Cl3HgN4O3SeSi at a distorted geometry. The level of theory is the ωB97M-V functional and the def2-TZVPD basis.

```
82
Properties=species:S:1:pos:R:3:forces:R:3
C 0.982 3.396 -4.012 0.047 0.039 -0.318
C 0.824 3.470 -2.532 -0.404 1.024 0.727
H 1.173 4.368 -4.459 0.117 0.146 0.050
H 0.083 3.016 -4.486 -0.145 -0.196 -0.036
H 1.798 2.723 -4.276 0.002 0.011 -0.048
C 0.494 4.626 -1.921 0.295 0.126 0.378
C 0.321 5.985 -2.576 0.109 0.755 -0.327
H 0.418 4.699 -0.824 0.086 -0.476 -0.634
H -0.459 6.031 -3.376 0.606 -0.161 0.526
H 1.284 6.348 -3.012 -0.617 -0.390 0.042
H 0.070 6.779 -1.831 -0.001 -0.798 -0.419
Hg 2.368 -2.590 0.093 -0.289 0.204 -0.051
Cl 4.392 -3.529 1.160 0.291 0.066 -0.213
Cl 0.355 -3.988 0.053 0.239 0.309 -0.332
H -0.147 -5.291 3.985 -0.002 -0.221 -0.010
H 1.367 -7.976 2.033 -0.409 -0.011 -0.436
C -0.285 -5.594 2.944 -0.069 0.217 0.159
C 1.047 -7.088 1.455 0.775 -0.063 0.114
N 0.989 -5.955 2.354 -0.326 -0.163 0.066
H -0.771 -4.746 2.451 0.295 0.032 -0.248
C 2.061 -5.151 2.507 -0.387 0.173 -0.027
O 2.011 -4.116 3.152 0.141 -0.163 0.241
H 1.832 -6.880 0.708 -0.452 -0.200 0.092
H 2.975 -5.493 1.977 -0.355 0.155 0.240
H -0.971 -6.439 2.859 0.156 -0.047 0.217
H 0.085 -7.245 0.947 0.407 0.066 0.179
H -2.886 1.350 -3.019 -0.093 0.087 0.215
H -2.245 4.077 -1.540 0.148 -0.022 -0.184
C -3.711 1.612 -2.344 0.453 -0.026 -0.020
C -3.175 3.699 -1.121 0.551 -0.442 0.563
N -3.217 2.238 -1.119 -0.874 -0.202 0.316
H -4.263 0.701 -2.102 0.042 0.235 0.027
C -3.363 1.587 0.087 -0.293 -0.891 -0.014
O -3.763 0.430 0.247 0.581 1.735 -0.347
H -3.219 4.030 -0.079 -0.078 0.173 -0.224
H -3.047 2.241 0.941 -0.222 -0.449 -0.403
H -4.334 2.330 -2.877 -0.237 -0.067 0.046
H -4.006 4.106 -1.691 -0.212 0.046 0.065
O -0.014 1.203 -2.169 0.786 1.899 1.531
C 1.066 2.179 -1.798 0.067 -2.447 0.564
C -0.050 2.643 0.377 0.922 0.707 -0.451
C 1.173 2.321 -0.238 -1.062 1.246 -0.733
H -0.909 2.546 -0.258 -0.415 -0.079 0.117
C -0.103 3.188 1.654 0.163 -0.360 -0.509
H 1.944 1.656 -2.214 0.186 0.648 0.426
C 2.329 2.442 0.542 0.426 -0.474 -1.663
H -1.067 3.418 2.077 -0.098 0.149 0.235
C 1.075 3.335 2.371 -0.849 0.026 0.262
C 2.273 2.946 1.818 0.701 -0.392 0.724
H 3.284 2.092 0.138 -0.296 0.213 0.055
H 1.030 3.681 3.390 0.067 0.185 0.196
H 3.173 2.944 2.448 -0.306 0.151 -0.404
Si -0.325 -0.188 -2.946 2.546 -2.215 -0.951
Cl 3.177 -0.543 -0.997 0.001 -0.185 -0.130
C -1.686 -0.976 -2.055 -1.669 -0.014 -0.066
C 0.676 -1.902 -3.290 0.284 0.939 1.300
C 0.013 0.237 -4.734 -0.767 0.162 -0.822
H -1.739 -0.683 -1.008 0.264 -0.039 0.076
H -1.542 -2.046 -2.145 0.034 -0.173 0.244
H -2.668 -0.760 -2.456 -0.343 -0.037 -0.098
H -0.610 0.996 -5.205 -0.050 0.084 -0.175
H -0.033 -0.697 -5.310 -0.084 0.408 -0.058
H 1.056 0.586 -4.784 -0.268 -0.120 0.189
H 0.903 -2.561 -2.445 -0.175 0.226 0.028
H 1.616 -1.674 -3.772 0.339 -0.089 -0.306
H 0.046 -2.485 -3.969 -0.128 0.216 -0.057
C -2.265 -1.377 3.020 -0.398 -0.117 0.003
N -0.909 -1.458 3.504 0.844 0.366 -0.145
C -0.506 -2.076 4.679 0.658 0.400 -0.238
C 0.845 -1.940 4.754 -0.922 -0.108 -0.381
N 1.264 -1.259 3.629 -0.927 0.302 0.071
C 2.644 -0.948 3.320 0.227 -0.167 0.026
C 0.182 -0.923 2.848 -0.147 -1.375 0.713
Se 0.177 -0.088 1.221 0.153 -0.786 0.485
H -2.733 -2.368 3.075 0.127 0.151 -0.082
H -2.262 -1.027 1.983 0.034 -0.078 0.227
H -2.861 -0.688 3.631 0.135 -0.011 -0.115
H -1.210 -2.544 5.344 0.033 -0.028 -0.003
H 1.528 -2.343 5.467 0.247 -0.037 0.144
H 3.192 -0.782 4.261 -0.231 0.044 -0.360
H 3.121 -1.784 2.789 -0.143 0.203 0.129
H 2.641 -0.056 2.694 0.158 0.000 0.027
```
Forces are in eV/Å.

Computed properties:
**F_max**: 3.51 eV Å⁻¹
**Charge**: -1
**Frontier orbital gap**: 6.6 eV
**Energy**: -153712.8749 eV

=====

Record 2
This record from OMol25 describes a molecular structure, C25H44Cl3InN4O3Si at a distorted geometry. The level of theory is the ωB97M-V functional and the def2-TZVPD basis.

```
81
Properties=species:S:1:pos:R:3:forces:R:3
C 2.125 -1.512 -4.796 0.326 0.389 -0.058
C 1.326 -0.433 -4.092 -0.129 1.009 -0.060
H 2.220 -1.295 -5.866 -0.082 0.012 0.251
H 1.611 -2.474 -4.680 0.325 0.373 -0.229
H 3.147 -1.572 -4.394 -0.231 -0.239 -0.019
C 0.464 0.369 -4.836 -0.510 0.074 0.649
C 0.408 0.407 -6.304 -0.207 0.078 -0.576
H -0.241 1.018 -4.313 0.443 -0.139 -0.217
H -0.150 -0.426 -6.745 -0.040 -0.053 -0.418
H 1.386 0.459 -6.799 -0.015 -0.026 -0.085
H -0.111 1.333 -6.553 -0.081 -0.021 -0.419
In -0.387 -1.022 2.153 -0.053 0.016 0.359
Cl 2.126 -0.930 2.401 0.143 -0.163 0.118
Cl -1.418 -3.167 2.514 0.033 0.471 0.004
C 0.536 1.956 1.939 -0.605 0.243 0.076
O -0.481 1.219 1.816 0.573 0.090 0.236
N 0.417 3.278 2.004 -0.112 -0.515 -0.141
C -0.889 3.878 1.780 -0.253 0.263 -0.016
C 1.545 4.170 2.250 0.056 -0.132 -0.214
H 1.544 1.536 2.015 -0.096 0.059 0.081
H -1.679 3.251 2.205 0.232 0.098 -0.086
H -1.083 4.027 0.709 0.147 -0.148 0.233
H -0.893 4.853 2.266 -0.086 -0.036 0.013
H 2.407 3.568 2.561 -0.179 0.268 -0.093
H 1.263 4.874 3.044 0.183 -0.237 -0.131
H 1.794 4.738 1.342 -0.052 -0.208 0.245
H -2.253 -1.658 -2.362 -0.331 0.108 0.214
H -2.738 0.745 -3.382 -0.089 0.152 0.320
C -3.195 -1.392 -1.849 0.107 0.027 -0.149
C -3.393 0.963 -2.522 0.113 -0.009 -0.026
N -3.140 0.004 -1.454 0.036 0.373 0.972
H -3.352 -2.008 -0.959 0.021 0.149 -0.233
C -2.887 0.379 -0.169 -0.113 -0.652 -0.441
O -2.755 -0.404 0.789 0.104 0.688 -0.667
H -3.204 1.978 -2.154 -0.038 -0.197 -0.162
H -2.810 1.482 -0.063 -0.013 -0.412 0.060
H -4.014 -1.530 -2.569 0.124 -0.003 0.292
H -4.435 0.879 -2.867 0.239 0.080 0.166
O 0.791 -0.965 -2.746 -0.809 -0.961 0.626
C 1.786 0.021 -2.673 0.688 -0.032 -0.101
C 0.095 1.801 -2.133 0.033 0.167 -0.080
C 1.419 1.338 -2.108 0.622 -0.253 0.201
H -0.685 1.073 -2.354 0.189 0.289 -0.130
C -0.188 3.144 -1.885 0.492 0.167 0.443
H 2.799 -0.348 -2.411 -0.397 0.210 0.327
C 2.426 2.190 -1.611 -0.193 -0.201 -0.269
H -1.199 3.538 -2.023 0.240 -0.164 0.115
C 0.842 4.007 -1.473 -0.254 0.116 -0.128
C 2.140 3.512 -1.308 0.057 0.183 0.117
H 3.440 1.796 -1.482 -0.302 0.167 -0.154
H 0.651 5.074 -1.297 -0.023 -0.478 -0.100
H 2.942 4.180 -0.966 -0.349 -0.273 -0.128
Si 0.557 -3.220 -0.912 -0.597 -0.169 0.757
Cl 0.116 -0.979 -0.137 0.267 -1.285 -1.881
C -1.145 -4.014 -1.058 -0.133 -0.118 0.166
C 1.509 -3.862 0.568 0.109 0.264 0.405
C 1.473 -3.578 -2.451 0.517 -0.132 -0.337
H -1.934 -3.298 -1.302 0.337 -0.335 0.110
H -1.449 -4.546 -0.136 0.235 0.347 -0.360
H -1.102 -4.748 -1.884 0.065 0.290 0.308
H 0.773 -3.629 -3.299 0.331 0.227 0.313
H 1.924 -4.579 -2.329 -0.111 0.223 0.080
H 2.264 -2.842 -2.639 -0.270 -0.433 -0.048
H 2.412 -3.259 0.775 -0.364 -0.315 -0.152
H 1.810 -4.910 0.394 -0.094 0.353 -0.150
H 0.890 -3.861 1.482 0.257 0.045 -0.399
C 1.535 -1.785 7.195 0.419 -0.164 0.571
C 0.537 -1.189 6.296 -1.301 0.450 -0.594
C -0.675 -0.502 6.485 0.177 -0.039 -0.229
C -1.167 -0.182 5.199 1.589 -0.963 0.166
N -0.286 -0.658 4.299 -0.492 0.190 0.582
N 0.700 -1.289 4.976 -0.242 0.442 -0.129
C -2.385 0.531 4.765 -0.785 0.361 -0.023
H 1.740 -1.096 8.023 0.061 -0.286 -0.131
H 1.171 -2.737 7.606 0.145 0.252 -0.056
H 2.466 -1.972 6.639 -0.267 0.035 0.313
H -1.162 -0.267 7.419 0.153 -0.026 -0.013
H 1.521 -1.609 4.450 -0.363 0.229 0.062
H -3.259 0.169 5.328 0.269 0.085 -0.203
H -2.304 1.610 4.966 0.032 -0.298 -0.085
H -2.599 0.399 3.691 0.171 0.000 0.371
```
Forces are in eV/Å.

Computed properties:
**F_max**: 2.29 eV Å⁻¹
**Frontier orbital gap**: 4.0 eV
**Energy**: -89361.0072 eV

=====

Record 3
This record from OMol25 describes a molecular structure, C25H44Cl3LuN4O3Si at a distorted geometry. The level of theory is the ωB97M-V functional and the def2-TZVPD basis.

```
81
Properties=species:S:1:pos:R:3:forces:R:3
C 2.807 -0.207 -4.755 0.206 -0.218 -0.416
C 2.334 0.656 -3.605 0.524 0.937 0.010
H 3.451 0.259 -5.535 -0.317 0.086 0.831
H 1.897 -0.498 -5.310 0.395 -0.111 0.118
H 3.320 -1.126 -4.425 -0.283 0.506 -0.125
C 1.964 1.929 -3.807 -0.015 -1.189 -0.112
C 2.120 2.571 -5.132 -0.326 0.312 -0.586
H 1.320 2.409 -3.085 0.561 0.371 0.373
H 1.335 2.160 -5.782 0.197 0.237 -0.281
H 3.093 2.390 -5.601 -0.195 -0.124 0.126
H 1.993 3.651 -5.088 -0.109 0.050 0.033
Lu -1.630 -1.217 2.059 0.989 -0.019 -0.941
Cl 0.437 -2.963 2.279 -0.440 -0.040 -0.077
Cl -3.421 -2.679 1.099 0.013 0.104 0.110
H -4.153 -3.942 5.593 0.083 0.022 -0.179
H -1.855 -5.487 5.595 -0.104 0.138 0.030
C -3.846 -3.643 4.583 -0.264 -0.135 -0.041
C -1.844 -5.154 4.554 0.284 -0.464 0.232
N -2.410 -3.830 4.418 -0.742 0.395 0.474
H -4.052 -2.581 4.435 -0.113 -0.286 0.041
C -1.652 -2.764 4.310 0.386 -0.002 -0.003
O -2.089 -1.572 4.202 -0.006 -0.665 0.023
H -0.809 -5.156 4.220 0.008 0.133 -0.144
H -0.586 -2.950 4.116 -0.247 -0.104 0.757
H -4.404 -4.227 3.842 0.225 0.107 0.120
H -2.396 -5.898 3.977 -0.060 0.329 -0.138
H -1.780 0.500 -2.895 -0.202 0.180 0.321
H -0.822 2.969 -2.673 -0.141 -0.085 0.271
C -2.616 0.916 -2.318 -0.031 -0.022 -0.144
C -1.681 3.111 -2.000 0.224 -0.038 0.103
N -2.087 1.867 -1.366 -0.334 -0.068 0.579
H -3.171 0.136 -1.802 0.117 -0.036 -0.064
C -2.032 1.627 -0.038 -0.257 -0.639 -0.028
O -2.598 0.675 0.554 0.347 1.044 -0.426
H -1.434 3.858 -1.250 0.046 0.076 0.002
H -1.375 2.351 0.488 -0.510 -0.192 0.013
H -3.257 1.443 -3.031 -0.152 -0.097 0.175
H -2.515 3.458 -2.621 0.097 0.127 0.237
O 0.971 -0.726 -2.225 0.406 1.983 0.329
C 2.206 0.006 -2.235 -0.412 -0.945 -0.322
C 1.220 1.789 -0.724 0.314 0.791 -0.221
C 2.328 1.018 -1.100 -0.412 0.376 0.085
H 0.243 1.541 -1.150 0.625 0.053 0.249
C 1.372 2.917 0.105 -0.239 -0.481 -0.374
H 3.023 -0.727 -2.155 0.039 0.164 0.181
C 3.568 1.343 -0.542 0.057 0.188 -0.463
H 0.498 3.527 0.356 0.283 -0.210 -0.030
C 2.627 3.288 0.579 0.048 -0.125 -0.145
C 3.723 2.497 0.234 0.085 0.015 0.099
H 4.452 0.750 -0.799 -0.315 0.205 0.058
H 2.745 4.186 1.199 -0.002 -0.417 -0.315
H 4.723 2.810 0.538 -0.230 -0.236 0.082
Si 0.329 -2.137 -2.655 -0.799 -1.446 2.847
Cl 0.120 -0.273 0.779 0.978 -0.814 -2.942
C -1.538 -2.107 -2.791 -0.243 0.220 -0.904
C 0.322 -3.440 -1.286 0.351 0.045 -0.138
C 1.330 -2.897 -3.964 0.070 -0.202 -0.980
H -2.011 -1.190 -3.140 0.059 -0.569 -0.287
H -2.010 -2.392 -1.836 0.333 0.199 -0.363
H -1.739 -2.908 -3.520 -0.294 0.104 0.124
H 1.100 -2.335 -4.873 0.452 -0.434 -0.266
H 1.090 -3.959 -4.090 0.003 0.273 -0.094
H 2.393 -2.805 -3.698 -0.352 -0.063 -0.212
H 1.177 -3.467 -0.605 -0.042 -0.117 -0.159
H 0.307 -4.343 -1.916 -0.009 -0.245 0.495
H -0.594 -3.420 -0.682 0.370 0.003 -0.096
C -1.572 3.769 4.368 -0.270 0.893 0.375
C -0.742 2.679 3.856 0.978 -0.216 -0.077
C 0.633 2.417 3.849 -0.880 0.394 -0.118
C 0.813 1.158 3.253 -2.579 -0.096 0.319
N -0.433 0.652 3.015 0.167 0.341 0.762
N -1.334 1.610 3.318 0.269 -0.609 0.330
C 2.085 0.480 2.928 0.497 -0.518 0.362
H -1.808 3.610 5.430 0.040 0.129 -0.239
H -1.030 4.710 4.265 -0.236 0.075 0.120
H -2.521 3.838 3.818 0.250 0.055 0.134
H 1.410 3.054 4.222 0.088 0.216 0.021
H -2.331 1.485 3.082 1.019 0.194 0.354
H 2.714 0.514 3.826 0.053 -0.045 -0.113
H 1.949 -0.567 2.634 -0.036 0.346 0.123
H 2.631 1.002 2.131 -0.335 -0.093 0.135
```
Forces are in eV/Å.

Computed properties:
**F_max**: 3.29 eV Å⁻¹
**Frontier orbital gap**: 8.2 eV
**Energy**: -117813.3738 eV